No. 1
C3H11NO3 | ωB97M-V with the def2-TZVPD basis set

Last column: natural (NBO) charge in e.
Geometry (Å):
1 C -0.999 -1.350 0.637  -0.2717
2 H 0.083 -0.972 2.982  0.1427
3 O 0.774 -0.677 -0.968  -0.7236
4 H -0.734 -1.863 -1.455  0.1585
5 H -0.433 -2.388 0.880  0.2003
6 C -0.596 -0.947 -0.814  -0.0617
7 H 1.269 1.010 1.529  0.4622
8 H -1.217 -0.158 -1.166  0.1731
9 H 0.435 3.122 -4.297  0.4721
10 N -0.952 -0.083 1.488  -0.6698
11 H 1.195 -0.774 -0.140  0.4711
12 H 0.769 1.723 -3.611  0.4790
13 H -1.985 -1.742 0.694  0.2052
14 O 0.352 2.139 -4.388  -0.9510
15 C -0.046 0.072 2.552  0.0899
16 O 1.310 0.409 2.222  -0.7301
17 H -0.412 0.842 3.206  0.1678
18 H -1.952 0.161 1.783  0.3859

Properties
* charge: 0
* orbital gap: 0.3773 hartree
* energy relative to the best compared isomer or geometry (same formula, charge and spin): 64.3 kcal per mole
* highest occupied orbital energy: -9.510 eV
* molecular weight: 109.12 g mol⁻¹
* lowest unoccupied orbital energy: 0.8 eV

***

No. 2
C21H27NO3 | ωB97M-V with the def2-TZVPD basis set

Last column: natural (NBO) charge in e.
Geometry (Å):
1 H -0.203 -1.773 -1.127  0.2406
2 H -3.723 0.384 -0.002  0.2041
3 C 4.432 2.300 -0.641  -0.4218
4 H -4.953 -1.752 0.263  0.2110
5 C 2.266 1.707 2.411  -0.2140
6 C -3.368 -1.707 1.726  -0.4023
7 H -2.061 1.297 -1.513  0.3953
8 H 4.832 1.559 -1.335  0.2208
9 C 3.606 1.611 0.412  0.0565
10 C 2.078 0.336 2.362  -0.2178
11 H -1.658 -3.849 1.611  0.2044
12 H -1.629 -1.816 -2.170  0.2041
13 C -1.324 -0.473 0.995  -0.4275
14 C 3.030 2.337 1.447  -0.2425
15 H -3.743 -2.575 2.271  0.2063
16 H -1.487 -1.664 2.780  0.2118
17 H -0.222 -2.964 1.084  0.2086
18 H -3.712 -3.901 0.133  0.2063
19 N -1.350 0.669 -1.176  -0.6251
20 C -1.292 -1.791 -1.131  -0.4227
21 H -1.684 0.441 1.473  0.2054
22 C -3.857 -1.753 0.279  -0.2044
23 H 1.482 -0.156 3.118  0.2074
24 H -3.750 -0.811 2.221  0.2034
25 C 0.159 2.314 -2.107  -0.1729
26 C -1.313 -2.966 1.069  -0.4024
27 C -0.055 0.988 -1.356  0.6668
28 C -1.839 -1.701 1.744  -0.2208
29 C -3.343 -0.526 -0.475  -0.4106
30 H 1.818 2.286 3.207  0.2083
31 C 3.621 3.333 -1.441  -0.4937
32 C 2.656 -0.397 1.341  -0.2016
33 H 0.303 2.090 -3.172  0.2289
34 H -3.700 -0.550 -1.508  0.2057
35 H 5.271 2.818 -0.168  0.2163
36 H -0.674 3.006 -1.968  0.1932
37 C 3.411 0.238 0.371  -0.1985
38 H 3.180 3.407 1.501  0.2029
39 H 3.205 4.090 -0.777  0.2222
40 O 0.882 0.319 -0.988  -0.6188
41 H -1.433 -3.921 -0.861  0.2122
42 C -1.815 -0.519 -0.455  0.1480
43 H -0.234 -0.451 1.001  0.2475
44 C -1.808 -3.014 -0.375  -0.2080
45 H 3.843 -0.339 -0.433  0.2109
46 C 2.489 2.656 -2.175  0.8125
47 H 2.512 -1.466 1.293  0.2092
48 C -3.336 -3.022 -0.395  -0.4061
49 O 2.602 1.976 -3.158  -0.5958
50 H -3.696 -3.071 -1.425  0.2038
51 O 1.313 2.960 -1.603  -0.5006
52 H 4.273 3.805 -2.178  0.2334

Properties
* charge: 0
* orbital gap: 0.3457 hartree
* energy relative to the best compared isomer or geometry (same formula, charge and spin): 12.0 kcal per mole
* highest occupied orbital energy: -8.780 eV
* molecular weight: 341.45 g mol⁻¹
* lowest unoccupied orbital energy: 0.6 eV

***

No. 3
C26H51NO2P2Pd | ωB97M-V with the def2-TZVPD basis set

Last column: Löwdin spin population.
Geometry (Å):
1 H -4.743 -0.554 0.163  -0.0001
2 H -1.368 2.554 -2.209  -0.0008
3 H -2.303 -1.041 -4.380  0.0000
4 H -2.168 1.394 4.172  0.0110
5 P 2.624 -1.086 1.154  0.0884
6 H -1.430 -1.505 -2.891  0.0000
7 C 4.289 -0.409 0.712  0.1097
8 H -4.456 0.311 -4.212  0.0000
9 H -5.418 0.247 -2.706  0.0000
10 P -2.698 0.710 -1.651  0.0002
11 H -2.844 3.833 -3.729  0.0000
12 H 1.665 -3.596 -1.393  0.0005
13 H 1.834 -2.657 4.508  0.0030
14 C -3.259 3.040 -3.092  0.0001
15 C -4.189 0.267 0.630  0.0044
16 H 1.743 -3.239 0.904  -0.0002
17 H -0.718 -1.140 0.598  0.0129
18 C -4.685 -0.293 -3.321  0.0001
19 C -3.790 1.363 -0.360  0.0012
20 C 0.866 2.052 -0.507  0.3043
21 H 0.708 -2.300 3.174  0.0058
22 H -1.141 2.409 -4.650  0.0000
23 H 3.729 -1.795 3.101  0.0018
24 H -3.644 3.517 -2.184  0.0000
25 C -3.139 2.518 0.405  0.0132
26 H 1.499 0.246 3.608  0.0035
27 C -1.047 -0.650 2.661  0.0659
28 H -2.774 -2.489 -3.484  0.0000
29 H 5.534 1.312 1.115  0.0069
30 H 3.751 -4.532 0.159  -0.0001
31 H -3.767 -1.348 -1.706  0.0000
32 C -2.416 -1.458 -3.371  0.0000
33 C 3.853 -3.531 0.600  -0.0006
34 H 2.560 -0.434 4.856  0.0032
35 Pd 2.047 2.132 -2.133  0.8907
36 C 2.222 0.823 -3.356  0.1713
37 H -1.705 0.067 -0.884  0.0003
38 C 1.164 1.164 0.868  0.2352
39 C 0.066 1.475 1.823  0.4239
40 H -5.174 -1.213 -3.670  0.0000
41 H -0.850 2.565 3.884  -0.0004
42 N 1.451 -0.187 0.580  0.5918
43 C -1.091 1.496 3.976  0.0249
44 C -1.496 1.538 -4.079  0.0050
45 H -2.201 0.999 -4.728  0.0007
46 C 2.696 -1.432 2.958  0.0453
47 H -2.241 2.168 0.940  0.0072
48 H 4.379 -0.899 -1.441  0.0010
49 H -2.839 3.360 -0.228  0.0003
50 H 1.988 -3.526 2.963  0.0002
51 H -4.831 0.702 1.407  0.0002
52 H -0.616 0.910 -3.882  0.0038
53 H -4.676 1.720 -0.914  0.0003
54 C -1.027 -1.468 1.586  0.2434
55 H 1.451 -1.844 -1.283  0.0005
56 H 4.067 -3.665 1.670  0.0000
57 O 2.261 -0.130 -4.018  0.0467
58 H -1.339 -2.509 1.723  0.0080
59 C 2.560 -2.736 0.362  -0.0022
60 H -1.367 -1.068 3.633  0.0013
61 H 5.001 -1.228 0.898  0.0115
62 C 4.694 0.781 1.581  0.0163
63 C -0.666 0.740 2.726  0.1266
64 H 4.724 -3.049 0.133  -0.0001
65 C -3.438 -0.683 -2.524  0.0001
66 O -0.090 2.786 -0.495  0.3714
67 H 3.878 1.508 1.677  0.0048
68 H -0.009 2.552 2.007  0.0120
69 H -0.554 1.129 4.865  0.0025
70 H 2.091 1.727 1.151  0.0224
71 C 4.257 -0.048 -0.767  0.0408
72 H 3.238 0.593 3.583  0.0000
73 H 3.022 -2.514 -1.775  0.0002
74 C -2.150 2.024 -2.783  -0.0003
75 H -3.300 -0.159 1.121  0.0032
76 H -4.097 2.586 -3.638  0.0000
77 H 5.006 0.466 2.582  0.0001
78 H 3.281 0.408 -1.019  0.0252
79 H 5.011 0.710 -1.002  0.0008
80 C 1.749 -2.555 3.416  0.0163
81 C 2.493 -0.177 3.792  0.0106
82 C 2.161 -2.658 -1.112  0.0011
83 H -3.852 2.899 1.151  0.0007

Properties
* charge: +4
* orbital gap (spin up / spin down): 0.2990 / 0.1943 hartree
* spin multiplicity: 5
* energy relative to the best compared isomer or geometry (same formula, charge and spin): 0.0 kcal per mole
* highest occupied orbital energy (spin up / spin down): -21.257 / -21.264 eV
* molecular weight: 578.07 g mol⁻¹
* lowest unoccupied orbital energy (spin up / spin down): -13.1 / -16.0 eV

***

No. 4
C19H21N7O4PdS | ωB97M-V with the def2-TZVPD basis set

Last column: Löwdin spin population.
Geometry (Å):
1 H -3.953 4.281 3.175  0.0006
2 N -4.383 4.030 2.300  0.0043
3 C 1.389 1.387 -3.557  0.0060
4 C 2.266 -1.802 -0.907  0.0083
5 C 1.458 -2.888 -2.975  0.0049
6 C 3.728 -3.202 -2.217  0.1194
7 H -5.356 2.538 0.324  0.0033
8 C 0.233 -0.965 3.434  0.0058
9 C -0.551 1.642 3.146  0.0128
10 H -3.047 2.764 -1.606  0.0390
11 H 5.664 -3.612 -1.725  0.0045
12 Pd -1.596 1.437 0.227  1.5943
13 H -3.970 1.264 -1.147  0.0360
14 O -0.583 -2.482 -0.152  0.0230
15 H -0.010 -3.118 1.834  -0.0001
16 H 1.685 3.512 -3.821  0.0008
17 H -4.652 3.998 -0.370  0.0130
18 C -0.004 0.754 -1.839  0.0139
19 H -0.871 2.656 2.986  0.0016
20 O 1.264 -2.646 4.709  0.0016
21 N -0.705 0.787 2.128  0.1572
22 N -0.226 2.044 -1.495  0.1253
23 H 2.057 -1.189 -0.038  -0.0029
24 C 2.675 -3.457 -3.149  0.1212
25 N 0.402 -3.315 2.727  -0.0001
26 H 0.167 4.027 -1.898  0.0014
27 O -1.290 -2.120 -2.492  0.0102
28 C 0.001 1.238 4.343  0.0067
29 H 4.282 -2.180 -0.373  0.0032
30 H 2.851 -4.134 -3.978  0.0034
31 H 0.118 1.951 5.147  0.0010
32 H 5.088 -4.409 -3.142  0.0045
33 C 3.488 -2.351 -1.090  0.1123
34 N 0.783 0.426 -2.867  0.0536
35 H 0.697 -4.259 2.912  0.0000
36 N 4.915 -3.763 -2.386  0.2582
37 C -3.703 3.349 1.391  0.0339
38 O -2.523 2.994 1.599  0.0998
39 C -4.415 3.035 0.092  0.0867
40 C 0.685 -2.392 3.675  0.0012
41 H -5.329 4.329 2.138  0.0010
42 H 0.847 -0.443 5.402  0.0001
43 H 2.033 1.061 -4.368  0.0007
44 C -3.569 2.218 -0.829  0.6134
45 S -0.464 -1.763 -1.388  0.0194
46 C 1.239 -2.022 -1.872  0.2783
47 C -0.322 -0.494 2.257  0.0151
48 C 1.207 2.726 -3.258  0.0067
49 H 0.636 -3.088 -3.654  -0.0029
50 N -0.637 -0.151 -1.042  0.0841
51 H -0.472 -1.129 1.399  0.0017
52 C 0.373 3.005 -2.196  0.0145
53 C 0.401 -0.078 4.485  -0.0020

Properties
* charge: +2
* orbital gap (spin up / spin down): 0.3321 / 0.2096 hartree
* spin multiplicity: 5
* highest occupied orbital energy (spin up / spin down): -14.425 / -14.429 eV
* molecular weight: 549.91 g mol⁻¹
* lowest unoccupied orbital energy (spin up / spin down): -5.4 / -8.7 eV

***

Here are the calculated calculated total energy numbers, same order: -401.31051 -1096.96767 -2035.31710 -1946.33819 (a.u.).